Record 1
{"formula": "C17H11N3O5PbS", "method": "the ωB97M-V functional and the def2-TZVPD basis", "orbital_gap_ev": [4.778, 3.502], "molar_mass_g_mol": 576.56, "homo_ev": [-14.580, -14.687], "charge": 2, "de_lowest_ev": 1.816, "species": ["Pb", "O", "C", "C", "C", "N", "C", "C", "C", "O", "O", "C", "O", "O", "H", "H", "H", "S", "C", "C", "C", "N", "C", "C", "C", "C", "C", "N", "C", "C", "H", "H", "H", "H", "H", "H", "H", "H"], "positions_angstrom": [[-0.11560, -0.24244, 0.37166], [-0.73949, 6.02558, 2.17179], [-0.58506, 4.76768, 1.86748], [0.10263, 3.82653, 2.66940], [0.12430, 2.52844, 2.24296], [-0.41776, 2.05889, 1.13350], [-1.07095, 2.94969, 0.38868], [-1.18760, 4.27734, 0.68482], [-1.80404, 2.29258, -0.89089], [-2.49925, 3.07263, -1.47206], [-1.55336, 1.08558, -1.02470], [0.74293, 1.30308, 3.19394], [1.25293, 1.74504, 4.17210], [0.51688, 0.20617, 2.69336], [-0.35748, 6.30270, 3.02002], [0.59646, 4.11490, 3.58741], [-1.73308, 4.95363, 0.04319], [-6.71662, -2.47745, 1.18078], [-4.99757, -1.95691, 1.05751], [-4.37365, -1.30809, 2.11541], [-3.04939, -0.92611, 1.96561], [-2.35261, -1.16377, 0.85664], [-2.93576, -1.83468, -0.13656], [-4.25639, -2.24812, -0.08094], [-7.50829, -1.06806, 0.37116], [-7.71825, 0.13237, 1.03267], [-8.42762, 1.12440, 0.36135], [-8.85650, 0.91905, -0.85668], [-8.66952, -0.19349, -1.50596], [-7.98308, -1.25641, -0.91920], [-4.89030, -1.12744, 3.04461], [-2.52717, -0.42347, 2.76365], [-2.33378, -2.05295, -1.00706], [-4.68802, -2.80814, -0.89621], [-7.39059, 0.29652, 2.04591], [-8.65782, 2.07405, 0.82440], [-9.06799, -0.26871, -2.50882], [-7.85981, -2.18350, -1.45482]], "forces_ev_per_angstrom": [[-0.2, 1.1, -0.9], [0.0, 0.9, 0.2], [-0.2, -1.6, -0.6], [0.2, 0.3, 0.2], [-0.1, 0.2, 0.2], [0.6, -0.2, 1.1], [-0.7, -0.8, -1.6], [0.4, 0.7, 0.8], [0.8, 2.7, 2.1], [-0.8, 0.1, -1.0], [0.6, -3.0, -0.2], [-1.2, -0.6, -2.3], [0.9, 1.0, 1.7], [0.1, -0.6, 0.4], [0.0, -0.2, -0.2], [-0.1, 0.0, 0.0], [-0.1, -0.1, -0.1], [0.2, 1.0, -0.9], [0.5, 0.1, 0.4], [-0.2, -0.1, 0.1], [-0.1, 0.0, 0.0], [-0.3, -0.1, 0.2], [-0.1, 0.1, 0.0], [-0.5, -0.2, -0.1], [0.0, -0.6, 0.1], [0.3, 0.4, 0.6], [0.5, -0.7, 0.5], [-1.1, 1.6, -0.8], [0.7, -0.9, 0.1], [-0.3, -0.5, -0.2], [0.0, 0.1, 0.1], [0.0, 0.1, 0.2], [0.0, 0.0, -0.1], [0.1, 0.0, -0.2], [0.1, 0.0, 0.2], [0.0, 0.0, 0.1], [0.0, -0.1, -0.1], [0.0, -0.2, 0.0]], "nbo_charge": [1.542, -0.595, 0.416, -0.318, 0.225, -0.598, 0.138, -0.260, 0.780, -0.577, -0.813, 0.777, -0.221, -0.666, 0.513, 0.262, 0.287, 0.950, -0.192, -0.219, 0.081, -0.495, 0.090, -0.211, -0.220, -0.228, 0.078, -0.332, 0.082, -0.229, 0.257, 0.233, 0.239, 0.261, 0.241, 0.236, 0.239, 0.249]}


Record 2
{"formula": "C17H12BeN3O7S6", "method": "the ωB97M-V functional and the def2-TZVPD basis", "orbital_gap_ev": 7.195, "molar_mass_g_mol": 571.71, "homo_ev": -4.967, "charge": -1, "de_lowest_ev": 1.093, "species": ["Be", "C", "C", "N", "C", "C", "N", "C", "O", "O", "C", "O", "O", "H", "H", "H", "H", "H", "C", "S", "C", "C", "S", "S", "C", "S", "S", "H", "H", "H", "O", "C", "N", "S", "O", "O", "C", "C", "C", "C", "C", "C", "H", "H", "H", "H"], "positions_angstrom": [[-0.35242, -0.05490, 0.64949], [2.93979, -1.56218, -2.11494], [2.87367, -1.53740, -0.62811], [1.77715, -1.43467, 0.08184], [2.16562, -1.41945, 1.39299], [3.53144, -1.52488, 1.48000], [3.95987, -1.59700, 0.18278], [4.51235, -1.57318, 2.58438], [4.03170, -1.64571, 3.80647], [5.70161, -1.57794, 2.34182], [1.15634, -1.11750, 2.44587], [1.41572, -1.30093, 3.63712], [0.03521, -0.67783, 2.01324], [1.94134, -1.37878, -2.50342], [3.29709, -2.52795, -2.47793], [3.60956, -0.78149, -2.48117], [4.93355, -1.64061, -0.06802], [3.02275, -1.59099, 3.81704], [2.95422, 3.27605, -2.58915], [1.19271, 3.60223, -2.89340], [0.57956, 3.89722, -1.27453], [0.40849, 2.99276, -0.28165], [0.93792, 1.33312, -0.35691], [-0.25727, 3.66992, 1.19543], [-0.45115, 5.30385, 0.67726], [-1.07815, 6.50355, 1.61831], [0.08697, 5.54319, -0.94001], [3.35145, 2.90501, -3.53398], [3.04357, 2.51643, -1.81709], [3.46892, 4.19137, -2.30332], [-1.55393, -3.21626, -0.47393], [-2.06852, -2.12592, -0.40480], [-1.42562, -0.90558, -0.45372], [-2.44446, 0.33089, -0.24758], [-1.88105, 0.94295, 0.96558], [-2.63594, 1.20256, -1.36367], [-3.91645, -0.62025, 0.00387], [-5.22776, -0.23892, 0.20828], [-6.18914, -1.24017, 0.20056], [-5.83699, -2.57220, -0.01242], [-4.51164, -2.93493, -0.21111], [-3.55515, -1.93678, -0.20792], [-5.49738, 0.79721, 0.36780], [-7.22829, -0.98132, 0.36097], [-6.60976, -3.33084, -0.02600], [-4.20753, -3.96178, -0.36632]], "forces_ev_per_angstrom": [[0.7, 0.1, 0.1], [0.0, 0.0, 0.1], [0.0, 0.0, 0.0], [0.0, 0.1, 0.1], [0.0, 0.2, -0.1], [-0.2, 0.0, 0.2], [0.0, 0.0, -0.1], [0.1, -0.1, -0.1], [-0.2, 0.1, 0.1], [-0.1, 0.0, 0.0], [0.0, -0.3, 0.0], [0.2, 0.0, -0.1], [-0.1, 0.0, 0.3], [0.0, 0.0, 0.0], [0.0, 0.0, 0.0], [0.0, 0.0, 0.0], [0.0, 0.0, 0.0], [0.1, 0.1, -0.1], [-0.3, 0.2, 0.0], [0.0, -0.2, 0.0], [0.0, 0.1, -0.1], [0.0, 0.0, 0.0], [0.1, 0.0, 0.0], [0.0, -0.1, -0.1], [0.0, 0.0, -0.1], [0.0, 0.0, 0.1], [0.1, -0.1, 0.1], [0.0, 0.0, 0.1], [0.1, -0.1, 0.0], [0.0, 0.0, 0.0], [0.0, 0.1, 0.0], [0.0, -0.1, 0.0], [-0.2, 0.2, 0.1], [-0.5, 0.0, -0.5], [-0.1, 0.0, 0.0], [-0.2, 0.0, 0.0], [0.2, -0.1, -0.1], [0.0, 0.1, 0.0], [0.0, 0.0, 0.0], [0.0, 0.0, 0.0], [-0.1, 0.0, 0.0], [0.0, 0.0, 0.0], [0.0, 0.0, 0.0], [0.0, 0.0, 0.0], [0.0, 0.0, 0.0], [0.0, 0.0, 0.0]], "nbo_charge": [1.605, -0.658, 0.391, -0.468, 0.004, -0.016, -0.491, 0.768, -0.676, -0.625, 0.802, -0.665, -0.910, 0.259, 0.220, 0.223, 0.434, 0.518, -0.736, 0.252, -0.477, -0.330, -0.456, 0.502, -0.576, -0.145, 0.468, 0.217, 0.238, 0.211, -0.566, 0.663, -1.087, 2.271, -1.015, -0.899, -0.235, -0.206, -0.200, -0.200, -0.162, -0.147, 0.234, 0.215, 0.214, 0.237]}


Record 3
{"formula": "C17H12Cl4N2O3", "method": "the ωB97M-V functional and the def2-TZVPD basis", "orbital_gap_ev": 5.659, "molar_mass_g_mol": 434.11, "homo_ev": -8.168, "charge": 0, "de_lowest_ev": 1.865, "species": ["Cl", "C", "C", "Cl", "C", "O", "C", "O", "C", "Cl", "C", "Cl", "C", "O", "C", "C", "C", "C", "N", "C", "N", "C", "C", "C", "C", "C", "H", "H", "H", "H", "H", "H", "H", "H", "H", "H", "H", "H"], "positions_angstrom": [[-1.04406, 1.80736, 3.63890], [-0.18905, 0.30638, 3.59255], [-0.88484, -0.87139, 3.58121], [-2.60460, -0.85649, 3.56602], [-0.22189, -2.14212, 3.57854], [-0.85594, -3.18437, 3.58157], [1.25835, -2.14263, 3.57734], [1.89307, -3.18254, 3.57101], [1.91933, -0.87010, 3.58490], [3.63965, -0.85492, 3.59320], [1.22200, 0.30670, 3.58992], [2.07488, 1.80937, 3.60119], [-1.15044, -4.72589, -2.66906], [-2.23929, -4.07654, -2.05780], [-2.08302, -2.69657, -1.84343], [-3.14187, -2.02911, -1.22596], [-3.09410, -0.67703, -0.98299], [-1.98647, 0.06560, -1.35479], [-1.92938, 1.48793, -1.06071], [-2.24455, 2.11679, 0.08512], [-1.98346, 3.42266, -0.00745], [-2.15579, 4.44680, 1.02572], [-1.46967, 3.66238, -1.30000], [-1.44178, 2.47710, -1.94864], [-0.92460, -0.58352, -1.96759], [-0.96538, -1.94061, -2.20404], [-1.40373, -5.78152, -2.78033], [-0.96584, -4.29969, -3.65565], [-0.26433, -4.63810, -2.03975], [-3.99789, -2.61354, -0.94250], [-3.91516, -0.18040, -0.49709], [-2.49716, 3.98450, 1.94942], [-1.21230, 4.95292, 1.21708], [-2.89341, 5.17958, 0.70720], [-1.15914, 4.61725, -1.68677], [-1.12355, 2.29900, -2.96182], [-0.06280, -0.00437, -2.25056], [-0.12778, -2.42526, -2.67217]], "forces_ev_per_angstrom": [[0.4, -0.5, 0.0], [-2.7, -0.4, 0.1], [-0.8, 2.4, -0.1], [0.4, -0.2, 0.0], [-1.9, -2.0, 0.0], [0.8, 0.7, 0.0], [1.8, -1.9, 0.0], [-0.7, 0.6, 0.0], [0.8, 2.4, 0.0], [-0.3, -0.2, 0.0], [2.6, -0.6, 0.0], [-0.4, -0.4, 0.0], [0.1, -0.1, 0.0], [-0.1, 1.7, 0.4], [-0.1, -0.5, -0.1], [0.1, -0.7, -0.2], [-0.1, 0.3, 0.1], [0.1, 0.6, 0.4], [0.7, 1.6, -1.2], [-1.3, -1.8, 3.0], [0.7, -0.2, -2.0], [0.0, -0.5, -0.3], [0.0, -0.3, 0.0], [0.1, 0.0, 0.1], [-0.3, 0.8, 0.2], [-0.2, -1.0, -0.2], [-0.1, 0.2, 0.1], [0.2, 0.0, -0.1], [0.2, 0.0, -0.1], [-0.3, -0.1, 0.1], [-0.2, 0.1, 0.1], [0.0, -0.2, -0.2], [0.1, 0.0, -0.1], [0.0, 0.0, -0.1], [-0.1, 0.1, 0.1], [0.0, -0.2, 0.0], [0.3, 0.0, -0.1], [0.2, 0.0, -0.1]], "nbo_charge": [0.100, -0.039, -0.152, 0.094, 0.448, -0.418, 0.378, -0.408, -0.129, 0.079, -0.047, 0.092, -0.251, -0.495, 0.306, -0.234, -0.217, 0.206, -0.431, 0.096, -0.402, -0.388, -0.098, -0.097, -0.222, -0.302, 0.202, 0.173, 0.176, 0.227, 0.238, 0.229, 0.202, 0.203, 0.219, 0.223, 0.218, 0.222]}